(1)
Density functional theory data (ωB97M-V/def2-TZVPD) for one molecule with the formula C27H42N4O2.

HOMO energy (eV): -8.24
SMILES string: CC(C)[C@H]1CN=C2N(C[C@H](C)NC(=O)CCC3CCCCC3)[C@H](Cc3ccc(O)cc3)CN21
Calculated total energy (Eh): -1423.599939
HOMO-LUMO gap (eV): 8.802
Energy relative to the best compared isomer or geometry (same formula, charge and spin) (kcal per mole): 7.77
F_max (Eh/bohr): 0.0148

Last column: Mulliken charge in e.
Cartesian coordinates (Å):
C 4.42047 -1.09503 4.57749  -1.470
C 4.63206 -2.01905 3.37976  0.525
C 6.08284 -1.92796 2.90920  -1.571
C 3.69046 -1.67012 2.22232  -0.002
C 3.77734 -2.69031 1.04266  -1.049
N 2.41738 -2.92908 0.59486  -0.596
C 1.66272 -2.38098 1.46537  -0.163
N 0.32072 -2.15117 1.47886  0.692
C -0.65179 -3.12558 1.03326  -1.431
C -1.08200 -2.95626 -0.44054  0.026
C 0.02191 -3.37903 -1.40205  -1.366
N -1.49581 -1.59912 -0.72128  0.094
C -2.78588 -1.20350 -0.69879  -0.065
O -3.69998 -1.95021 -0.40997  -0.721
C -2.98947 0.25029 -1.09320  0.659
C -2.69293 0.44844 -2.58248  -1.161
C -3.06252 1.84505 -3.09368  0.636
C -2.18629 2.93294 -2.47169  -0.215
C -2.55972 4.31161 -3.00951  -1.147
C -2.42715 4.35078 -4.52784  -0.697
C -3.30469 3.27447 -5.15744  -0.749
C -2.92985 1.89759 -4.61783  -1.028
C 0.01666 -1.26219 2.59719  -0.351
C -0.91787 -0.11182 2.20464  -1.590
C -0.33668 0.95305 1.31014  0.655
C -0.78860 2.26124 1.44475  -0.789
C -0.33067 3.27118 0.61902  -0.767
C 0.60614 2.99238 -0.36832  0.425
O 1.08389 3.94698 -1.21000  -0.559
C 1.07583 1.69092 -0.50632  -0.948
C 0.60736 0.68868 0.32111  0.266
C 1.39989 -0.79008 3.09708  -0.866
N 2.28217 -1.78896 2.55283  0.137
H 4.49833 -0.05272 4.27426  0.332
H 3.44438 -1.25590 5.02507  0.300
H 5.17617 -1.28871 5.33562  0.457
H 4.41940 -3.04758 3.69072  0.238
H 6.75771 -2.19473 3.71919  0.429
H 6.31186 -0.91213 2.59310  0.381
H 6.26850 -2.59739 2.07398  0.382
H 3.91360 -0.64641 1.87404  0.347
H 4.37007 -2.31902 0.20436  0.327
H 4.21509 -3.63491 1.38211  0.427
H -1.53832 -3.03055 1.66597  0.521
H -0.24121 -4.13372 1.14950  0.503
H -1.97446 -3.57640 -0.58871  0.530
H 0.14943 -4.45692 -1.36522  0.412
H 0.96807 -2.92545 -1.11804  0.278
H -0.23754 -3.09605 -2.41944  0.359
H -0.76763 -0.92310 -0.88851  0.125
H -4.02934 0.50886 -0.88900  0.579
H -2.34011 0.88538 -0.48915  -0.654
H -3.26365 -0.29212 -3.14828  0.323
H -1.63250 0.26765 -2.77432  0.297
H -4.10720 2.04595 -2.83019  0.410
H -2.29735 2.92664 -1.38583  0.199
H -1.13893 2.72498 -2.70333  0.212
H -1.91545 5.07201 -2.56133  0.331
H -3.59071 4.54195 -2.73007  0.353
H -2.71420 5.33528 -4.90353  0.362
H -1.38467 4.17649 -4.80393  0.324
H -3.19254 3.28920 -6.24359  0.379
H -4.35247 3.48116 -4.92683  0.325
H -3.57182 1.13798 -5.06924  0.427
H -1.89768 1.66974 -4.89484  0.370
H -0.48586 -1.83849 3.39105  0.645
H -1.79471 -0.54568 1.71344  0.249
H -1.26767 0.36179 3.12530  0.678
H -1.51899 2.49643 2.20575  0.438
H -0.70105 4.28073 0.74071  0.359
H 0.66269 4.79337 -1.01883  0.342
H 1.80947 1.48147 -1.26875  0.548
H 1.00289 -0.30704 0.19975  0.604
H 1.44054 -0.76445 4.18881  0.530
H 1.63805 0.21409 2.71566  0.207

Cartesian forces, eV/Å:
C -0.029 -0.280 -0.148
C 0.064 0.354 -0.062
C -0.267 -0.132 0.058
C 0.321 -0.219 0.074
C 0.099 -0.007 0.157
N -0.543 -0.109 -0.304
C 0.733 -0.091 -0.182
N 0.004 0.061 0.149
C -0.255 -0.151 -0.475
C -0.072 -0.316 0.095
C -0.216 0.142 0.067
N 0.403 -0.201 0.075
C 0.030 0.638 -0.024
O -0.363 -0.261 0.106
C -0.067 -0.201 -0.147
C -0.248 0.296 0.092
C 0.452 -0.284 -0.125
C -0.448 0.090 0.077
C 0.310 -0.059 -0.073
C -0.317 0.094 0.071
C 0.316 -0.061 -0.118
C -0.385 0.148 0.120
C -0.340 0.226 0.289
C 0.103 -0.188 0.086
C -0.113 -0.007 0.105
C 0.094 -0.124 -0.057
C 0.130 0.101 -0.132
C -0.177 -0.186 0.273
O 0.075 0.125 -0.156
C 0.033 0.333 -0.177
C 0.017 0.174 0.037
C -0.032 0.268 0.239
N -0.201 -0.284 0.034
H 0.024 0.172 -0.011
H -0.116 0.035 0.101
H 0.046 0.033 0.118
H -0.051 0.015 -0.088
H 0.108 -0.007 0.037
H 0.075 0.143 -0.049
H 0.099 -0.069 -0.116
H -0.009 -0.023 0.037
H 0.103 -0.040 0.121
H 0.159 0.060 0.052
H 0.056 -0.013 0.007
H -0.051 0.006 0.088
H 0.167 0.089 0.036
H 0.110 -0.134 0.022
H 0.087 0.000 -0.112
H -0.064 -0.010 -0.111
H -0.135 0.075 -0.060
H 0.036 -0.043 0.072
H 0.015 0.047 0.052
H 0.046 -0.068 -0.049
H 0.053 -0.029 -0.090
H -0.064 0.006 0.009
H 0.101 -0.039 0.032
H 0.121 -0.056 0.033
H -0.050 0.065 0.061
H -0.050 0.065 0.049
H 0.080 0.025 -0.041
H 0.081 0.032 -0.043
H -0.091 0.021 -0.025
H -0.081 0.017 -0.037
H 0.050 -0.089 -0.020
H 0.092 -0.075 -0.026
H 0.081 0.060 -0.104
H -0.050 -0.018 0.135
H -0.068 -0.014 -0.006
H -0.074 0.014 0.093
H -0.038 0.100 0.005
H 0.029 -0.103 0.002
H 0.105 -0.037 -0.102
H 0.046 -0.082 -0.054
H -0.073 0.074 -0.104
H -0.014 -0.094 0.066

=====

(2)
Density functional theory data (ωB97M-V/def2-TZVPD) for one molecule with the formula C27H42N4O6S.

HOMO energy (eV): -8.42
SMILES string: COc1ccc(CNC(=O)[C@H](C)NC(=O)C2CCN(C(=O)[C@H](CCSC)NC(=O)OC(C)(C)C)CC2)cc1
Calculated total energy (Eh): -2122.814302
HOMO-LUMO gap (eV): 9.020
Energy relative to the best compared isomer or geometry (same formula, charge and spin) (kcal per mole): 0.76
F_max (Eh/bohr): 0.0136

Last column: Mulliken charge in e.
Cartesian coordinates (Å):
C 0.37397 -3.90493 2.71801  -0.838
O 0.41899 -3.66789 1.33122  -0.452
C -0.73821 -3.73036 0.62046  0.693
C -1.99502 -3.97339 1.16169  -0.438
C -3.11025 -3.97299 0.34077  -0.956
C -2.99948 -3.74556 -1.02068  0.439
C -4.21943 -3.64468 -1.89459  -1.491
N -4.52183 -2.24428 -2.13635  -0.073
C -4.31115 -1.65830 -3.32609  0.421
O -4.02687 -2.24418 -4.34980  -0.693
C -4.46504 -0.12200 -3.25953  0.210
C -4.78455 0.45400 -4.62835  -1.666
N -3.21965 0.44384 -2.76079  -0.171
C -2.88594 0.45844 -1.45601  -0.149
O -3.61462 -0.02197 -0.60086  -0.781
C -1.56102 1.14672 -1.15739  0.679
C -0.51007 0.12729 -0.68578  -0.178
C -0.79182 -0.32685 0.74658  -0.590
N -0.85124 0.82227 1.62162  0.145
C 0.14052 1.33578 2.36934  -0.284
O 0.00724 2.36448 3.01589  -0.735
C 1.51297 0.64006 2.39333  1.112
C 1.77216 0.02381 3.76702  -1.194
C 3.18621 -0.52212 3.91298  -0.793
S 3.50578 -1.99692 2.87838  -0.113
C 4.38252 -1.27770 1.46183  -0.558
N 2.49004 1.68215 2.12411  0.128
C 2.81090 2.00132 0.84358  0.368
O 2.58912 1.27850 -0.10451  -0.694
O 3.44678 3.17894 0.81344  -0.606
C 3.96572 3.70739 -0.43085  1.741
C 5.01687 2.76186 -1.01156  -1.608
C 4.60325 5.03793 -0.03024  -1.777
C 2.82455 3.93795 -1.42191  -1.583
C -1.97550 1.67892 1.29044  -1.208
C -1.75134 2.25469 -0.10817  -1.200
C -1.73704 -3.51505 -1.55924  -0.056
C -0.62014 -3.50973 -0.75413  -0.314
H 1.39912 -3.78882 3.06592  0.074
H 0.02265 -4.91734 2.94003  0.401
H -0.26802 -3.17844 3.22795  0.353
H -2.12053 -4.15681 2.21692  0.435
H -4.08277 -4.15378 0.77565  0.316
H -5.08199 -4.11592 -1.41413  0.381
H -4.04949 -4.10459 -2.87112  0.477
H -4.56422 -1.64539 -1.31738  0.367
H -5.24690 0.12593 -2.53271  0.342
H -4.06221 0.08963 -5.35553  0.351
H -4.76464 1.54098 -4.60266  0.442
H -5.77114 0.12535 -4.94205  0.415
H -2.55409 0.73560 -3.45904  0.384
H -1.20096 1.60979 -2.08266  0.764
H -0.50903 -0.74147 -1.34596  0.456
H 0.47857 0.59082 -0.72330  -0.302
H -0.04092 -1.04156 1.07646  -0.079
H -1.76904 -0.81849 0.78569  0.500
H 1.61974 -0.10308 1.60411  0.317
H 1.05127 -0.77850 3.93313  0.235
H 1.60755 0.79366 4.52588  0.470
H 3.35377 -0.84450 4.94040  0.459
H 3.92755 0.22792 3.64449  0.406
H 4.68443 -2.11529 0.84120  0.458
H 3.73241 -0.61785 0.89713  -0.122
H 5.26068 -0.74567 1.81754  0.320
H 2.49398 2.44464 2.78868  0.445
H 5.46233 3.20922 -1.89554  0.472
H 5.79826 2.57668 -0.27749  0.365
H 4.56124 1.81455 -1.28647  0.313
H 3.85577 5.68984 0.41380  0.405
H 5.02697 5.52470 -0.90345  0.415
H 5.39015 4.86870 0.69984  0.414
H 2.06000 4.56611 -0.96900  0.353
H 3.20612 4.43178 -2.31106  0.489
H 2.37900 2.98923 -1.70844  0.310
H -2.02769 2.47883 2.02987  0.552
H -2.89313 1.08881 1.31429  0.432
H -2.59629 2.88757 -0.38492  0.457
H -0.85031 2.87271 -0.09017  0.358
H -1.63990 -3.33790 -2.62060  0.434
H 0.36429 -3.33513 -1.15915  0.425

Cartesian forces, eV/Å:
C 0.032 -0.082 0.248
O 0.009 0.043 -0.336
C -0.130 -0.005 -0.104
C 0.337 0.007 0.292
C -0.006 -0.003 -0.314
C -0.195 -0.123 0.090
C 0.024 0.002 -0.087
N -0.217 -0.275 0.344
C -0.367 0.544 0.242
O 0.193 -0.156 -0.400
C -0.065 -0.135 -0.087
C 0.056 -0.120 0.218
N -0.125 -0.027 -0.520
C 0.507 0.404 -0.247
O -0.251 -0.052 0.355
C 0.029 -0.028 0.077
C -0.136 -0.056 0.044
C 0.258 -0.332 -0.344
N -0.315 0.016 0.046
C 0.192 -0.312 0.036
O 0.136 0.278 0.160
C -0.100 0.121 -0.008
C 0.164 0.102 -0.170
C -0.085 -0.468 -0.245
S 0.099 0.181 0.061
C -0.254 -0.036 0.362
N 0.057 -0.002 0.306
C 0.139 -0.074 0.295
O -0.055 -0.058 -0.338
O 0.009 0.132 0.168
C 0.187 0.183 -0.602
C -0.252 -0.012 0.202
C -0.228 -0.394 0.072
C 0.069 -0.171 0.241
C -0.252 0.444 0.193
C -0.160 -0.184 0.024
C 0.021 -0.047 0.113
C 0.095 -0.029 0.180
H -0.156 -0.016 0.011
H -0.041 0.028 -0.021
H 0.002 -0.015 -0.007
H 0.036 -0.004 0.108
H -0.116 -0.021 0.042
H 0.106 -0.049 -0.080
H -0.089 -0.008 0.149
H 0.041 0.084 -0.208
H 0.123 -0.037 -0.104
H 0.019 -0.016 -0.086
H -0.030 0.086 0.036
H -0.052 -0.022 -0.086
H 0.042 0.071 0.167
H -0.050 -0.055 0.050
H 0.045 -0.021 -0.044
H -0.026 -0.044 -0.016
H -0.026 -0.017 0.039
H 0.158 -0.049 0.077
H -0.013 0.031 0.128
H -0.064 0.025 0.055
H -0.096 0.006 0.019
H 0.056 0.099 0.000
H 0.046 0.037 0.124
H 0.067 -0.033 -0.087
H 0.034 0.059 -0.134
H 0.097 0.037 -0.082
H -0.026 0.009 -0.113
H 0.073 0.082 -0.086
H 0.114 0.008 0.052
H 0.032 -0.022 -0.052
H -0.073 0.101 0.029
H 0.044 0.043 -0.105
H 0.111 0.002 0.065
H -0.067 0.099 0.018
H 0.055 0.095 -0.088
H -0.025 0.008 -0.060
H -0.036 -0.126 -0.104
H 0.094 0.077 0.052
H 0.011 0.083 -0.008
H -0.003 0.049 -0.001
H 0.029 0.030 -0.150
H 0.139 0.027 -0.065

=====

(3)
Density functional theory data (ωB97M-V/def2-TZVPD) for C27H43AgGe2N5S2Te as an isolated structure.

HOMO energy (eV): -10.25
Calculated total energy (Eh): -6693.428592
HOMO-LUMO gap (eV): 8.257
Energy relative to the best compared isomer or geometry (same formula, charge and spin) (kcal per mole): 0.00
Total charge: +1
F_max (Eh/bohr): 0.0079

Last column: Mulliken charge in e.
Cartesian coordinates (Å):
Ag -0.27829 -0.19098 0.05907  1.028
C 1.12417 3.84947 2.65116  -1.321
C 1.07696 2.44987 2.03175  -0.249
Ge -0.69517 1.99330 1.31760  0.197
C -1.88608 1.26874 2.71270  -0.244
C -2.47038 2.38249 3.58485  -1.254
C -1.60101 3.50108 0.49230  0.070
C -1.91424 3.33410 -0.80598  -0.460
Ge -1.06160 1.69883 -1.51274  0.249
C 0.67081 2.06628 -2.38090  0.408
C 0.69870 3.05779 -3.54312  -1.222
C -2.22897 0.61695 -2.67982  -0.025
C -2.99853 1.37710 -3.76245  -1.222
C -2.76559 4.29219 -1.54986  0.066
C -2.51684 4.59853 -2.88616  0.342
C -3.29446 5.52831 -3.56398  -0.978
C -4.35065 6.15374 -2.91996  -0.454
C -4.62570 5.83893 -1.59511  -0.714
C -3.84248 4.91760 -0.91876  -0.591
H 2.12278 4.09356 3.01798  0.418
H 0.43874 3.94450 3.49558  0.253
H 0.84914 4.61689 1.92470  0.325
H 1.34875 1.68952 2.76822  0.133
H 1.81034 2.37429 1.22490  0.303
H -1.32243 0.55830 3.32399  0.153
H -2.68185 0.69833 2.23205  0.301
H -1.69397 2.96395 4.08634  0.260
H -3.12392 1.98091 4.36158  0.406
H -3.06580 3.08063 2.99388  0.287
H -1.90787 4.39930 1.02828  0.751
H 1.04437 1.09468 -2.71100  -0.243
H 1.35240 2.39359 -1.59016  0.162
H -0.00053 2.78454 -4.33719  0.297
H 1.69232 3.09522 -3.99754  0.276
H 0.45250 4.07019 -3.22219  0.367
H -2.92737 0.06765 -2.04495  0.406
H -1.56811 -0.12437 -3.13915  -0.303
H -3.68805 2.10412 -3.33415  0.319
H -3.58488 0.69060 -4.37626  0.412
H -2.33378 1.92264 -4.43490  0.233
H -1.70756 4.11719 -3.41703  0.373
H -3.07476 5.75827 -4.59875  0.415
H -4.96164 6.87258 -3.44970  0.395
H -5.45885 6.30951 -1.08933  0.403
H -4.07887 4.66587 0.10819  0.507
N 1.60235 -1.91196 3.67859  -0.063
C 2.76356 -1.33545 3.21781  -0.984
C 2.45235 -0.80548 2.00393  -0.771
N 1.13087 -1.04514 1.72300  0.911
C 0.64033 -1.71042 2.74713  0.222
C -0.73881 -2.17197 2.81106  -0.584
N -1.60284 -1.95927 1.84834  0.176
C -2.77670 -2.54070 2.25322  -0.612
C -2.61386 -3.11410 3.47894  -0.633
N -1.30910 -2.86560 3.83044  -0.103
H 1.51122 -2.39729 4.55415  0.181
H 3.67478 -1.35803 3.78758  0.431
H 3.08667 -0.27418 1.31601  0.411
H -3.66358 -2.50916 1.64351  0.421
H -3.28398 -3.65448 4.12323  0.439
H -0.87686 -3.17382 4.68408  0.178
C -0.06426 -2.67206 -3.22977  -0.848
Te -0.97313 -2.52788 -1.30874  0.285
C 0.45110 -3.80634 -0.37563  -0.851
H 0.92092 -2.21692 -3.19232  -0.011
H -0.69503 -2.15886 -3.95265  0.333
H 0.00192 -3.72225 -3.50367  0.450
H 0.38140 -4.80036 -0.80916  0.461
H 0.21191 -3.84895 0.68421  0.149
H 1.44157 -3.38301 -0.52387  0.227
S 2.76194 -0.91471 -1.37400  -0.143
C 3.39120 -0.39028 -2.81162  -0.144
N 3.77997 0.85715 -3.09653  -0.125
C 4.54862 1.04683 -4.32328  -0.660
C 4.05209 -0.04052 -5.26897  -0.530
S 3.64982 -1.43909 -4.18302  -0.069
H 3.78693 1.52797 -2.34330  0.252
H 5.61532 0.93071 -4.11783  0.319
H 4.37151 2.04042 -4.73050  0.340
H 4.81768 -0.33053 -5.98349  0.417
H 3.15939 0.27752 -5.80487  0.294

Cartesian forces, eV/Å:
Ag 0.002 0.040 -0.061
C -0.045 0.054 0.002
C 0.109 0.096 0.099
Ge -0.041 -0.002 -0.098
C 0.021 -0.037 0.088
C -0.034 0.069 0.020
C -0.033 -0.090 -0.338
C 0.073 0.036 0.397
Ge -0.154 0.076 0.036
C 0.069 0.011 -0.050
C -0.056 0.012 -0.040
C -0.005 -0.021 -0.087
C -0.009 0.058 -0.014
C 0.103 -0.052 -0.104
C -0.110 0.135 -0.103
C 0.063 -0.075 0.045
C -0.015 -0.019 0.049
C -0.005 0.026 -0.050
C -0.018 0.007 0.048
H 0.007 -0.036 -0.009
H 0.002 -0.018 -0.012
H -0.003 -0.025 -0.006
H -0.012 0.011 -0.008
H -0.032 -0.030 -0.025
H 0.019 0.026 -0.034
H -0.004 0.018 -0.021
H 0.016 -0.027 -0.013
H 0.012 -0.035 -0.009
H 0.014 -0.019 -0.013
H 0.014 -0.030 0.000
H -0.041 -0.046 0.030
H -0.017 0.002 0.013
H 0.009 -0.026 0.025
H 0.013 0.003 0.018
H 0.015 -0.001 0.028
H 0.018 -0.001 0.033
H -0.016 -0.005 0.005
H 0.007 -0.011 0.020
H 0.013 -0.027 0.020
H 0.016 -0.018 0.016
H 0.040 -0.046 0.062
H -0.005 0.002 0.006
H -0.006 -0.001 0.016
H 0.004 -0.005 0.003
H 0.021 -0.010 -0.013
N -0.017 -0.007 0.064
C -0.061 -0.015 -0.055
C 0.053 -0.003 0.116
N -0.153 0.064 -0.036
C 0.077 -0.049 -0.015
C -0.016 -0.005 0.045
N -0.010 0.031 -0.085
C 0.027 -0.002 0.036
C 0.007 0.080 -0.004
N 0.041 -0.065 0.023
H -0.016 0.000 -0.009
H 0.013 -0.002 -0.025
H -0.015 0.000 0.003
H 0.012 -0.015 -0.007
H -0.009 0.001 -0.013
H 0.003 0.016 -0.003
C -0.036 0.037 0.016
Te 0.072 -0.094 -0.023
C -0.003 0.043 -0.027
H 0.017 -0.011 -0.001
H -0.005 0.016 0.031
H 0.014 -0.002 0.033
H -0.009 0.009 -0.013
H -0.018 0.006 -0.014
H -0.005 -0.029 0.000
S -0.025 0.047 0.025
C 0.034 0.010 -0.024
N 0.020 -0.065 -0.011
C -0.067 0.000 0.068
C 0.081 0.120 -0.011
S -0.018 -0.063 -0.032
H 0.011 0.040 -0.039
H 0.023 -0.002 0.000
H 0.005 0.017 0.006
H -0.016 -0.032 -0.004
H -0.030 -0.044 0.013